Record 1
A gas-phase ion, C6H12N2P (charge +1) at a distorted geometry. Source: the Open Molecules 2025 dataset; level of theory: wB97M-V/def2-TZVPD.

```
21
Properties=species:S:1:pos:R:3:forces:R:3
C -0.579839 2.675060 0.402688 1.8 -0.4 1.0
C 0.178468 1.373994 0.732010 -1.7 2.9 -2.3
N 0.254780 0.498956 -0.421684 1.9 -3.0 0.5
C 0.174096 0.866144 -1.827291 -2.2 2.4 -0.8
C 0.693109 -0.722290 -0.062615 -0.8 1.0 -0.3
C 0.794878 -1.859725 -1.020061 -1.2 1.8 -0.1
P 1.327623 -0.670103 1.623548 -0.5 2.5 0.6
C 0.174856 -1.633317 2.681338 0.0 0.6 -0.7
N 0.646209 1.046447 1.823151 1.4 -3.3 1.2
H -1.642069 2.357273 0.227048 1.0 0.9 -0.3
H 0.045637 3.129397 -0.427485 -1.6 -0.2 0.6
H -0.440448 3.347905 1.295738 -0.6 -0.7 -1.0
H -0.868132 1.169986 -2.062712 0.2 -0.5 0.3
H 0.390104 0.073653 -2.525614 0.6 0.0 0.2
H 0.634795 1.848809 -2.093877 0.6 -1.1 0.6
H 0.229049 -1.614984 -1.912155 -0.4 -0.4 0.0
H 0.399819 -2.740370 -0.572258 0.1 -0.9 0.3
H 1.784450 -1.914057 -1.369990 1.6 -0.7 -0.1
H 0.410454 -2.656642 2.386311 -0.8 -0.2 0.1
H -0.833434 -1.217178 2.539864 0.2 -0.8 -0.2
H 0.406611 -1.516231 3.726239 0.5 0.1 0.3
```
Forces are in eV/Å.

Output
**HOMO energy**: -13.946 eV
**Net charge**: +1
**Relative energy (zero: lowest compared OMol25 entry of this formula, charge and spin)**: 17.4 kcal per mole
**Kohn-Sham gap**: 9.048 eV
**LUMO energy**: -0.1800 hartree



Record 2
2 unconnected molecules or ions with the total composition C6H12N2S at a distorted geometry. Source: the Open Molecules 2025 dataset; level of theory: wB97M-V/def2-TZVPD.

```
21
Properties=species:S:1:pos:R:3:forces:R:3
C -0.268176 -2.306256 -1.820099 0.3 2.6 0.0
C -0.018145 -2.159575 -0.355049 1.6 -2.1 0.6
C 1.003564 -2.807573 0.392973 -1.4 0.9 1.6
N 0.716737 -2.447776 1.771024 -3.9 2.3 -5.6
C -0.350156 -1.546715 1.772836 1.4 -3.2 -8.2
N -0.827358 -1.417831 0.382772 0.7 0.5 5.5
H -1.140644 -1.705038 -2.156068 0.5 -0.6 0.3
H -0.227879 -3.241508 -2.249494 -0.9 -2.7 -0.2
H 0.600408 -1.949824 -2.348923 0.5 1.1 -0.2
H 1.799997 -3.511528 0.107278 -0.6 0.5 0.4
H 1.210381 -2.503442 2.560315 2.8 -0.9 3.3
H -0.674420 -0.978278 2.538424 -1.0 1.5 2.5
C 0.745071 1.532486 0.303388 -0.8 0.1 -0.8
C 0.655296 3.076884 -0.038209 -2.5 -1.4 3.9
S -0.882405 3.338652 -0.991691 0.6 1.1 -0.7
H 0.863825 1.108856 -0.723483 0.9 -0.3 1.0
H -0.213368 0.987855 0.571746 0.8 1.4 0.1
H 1.479030 1.272574 1.110818 -0.2 0.2 -1.2
H 0.602102 3.712759 0.897458 -0.7 -0.9 -0.5
H 1.564142 3.475535 -0.339437 1.5 0.3 -2.2
H -1.575462 2.237362 -0.713192 0.3 -0.3 0.3
```
Forces are in eV/Å.

Output
**HOMO energy**: -8.412 eV
**Relative energy (zero: lowest compared OMol25 entry of this formula, charge and spin)**: 54.3 kcal per mole
**Kohn-Sham gap**: 9.236 eV
**LUMO energy**: 0.0303 hartree



Record 3
2 unconnected molecules or ions with the total composition C6H12N2S at a distorted geometry. Source: the Open Molecules 2025 dataset; level of theory: wB97M-V/def2-TZVPD.

```
21
Properties=species:S:1:pos:R:3:forces:R:3
C 2.482931 0.229866 1.688745 1.4 -1.9 0.7
C 2.068577 0.495065 0.307280 0.3 -0.1 -4.7
C 0.909469 1.053012 -0.305600 3.2 -0.9 0.1
N 1.054650 0.855965 -1.691993 0.9 -0.3 3.0
C 2.171268 0.138943 -1.922385 0.6 0.2 4.4
N 2.894347 -0.096458 -0.725844 -3.5 1.0 -2.1
H 1.893272 -0.638179 1.936364 -0.4 -0.4 0.6
H 2.298919 0.950576 2.447442 -0.2 0.9 0.3
H 3.541952 -0.202744 1.841325 -1.4 1.2 -0.8
H 0.309044 1.797415 0.117664 -1.2 0.6 0.3
H 0.422095 1.136649 -2.383946 -0.9 0.4 -0.8
H 2.161417 -0.267828 -2.891688 1.4 -0.7 -0.9
C -1.964938 -1.088000 1.829001 2.0 0.6 0.5
S -2.719624 0.001826 0.561323 -0.2 0.0 1.4
C -2.633475 -0.978390 -0.900036 -0.2 0.0 -0.8
H -0.887489 -1.322834 1.490153 -1.6 0.3 0.5
H -1.861110 -0.410019 2.750627 -0.2 -1.1 -1.3
H -2.434435 -2.054360 2.123160 -0.2 0.9 -0.5
H -1.629739 -1.337562 -1.040881 0.5 -0.4 0.0
H -2.803569 -0.282641 -1.747456 -0.3 -0.5 0.4
H -3.342363 -1.817220 -0.881109 0.2 0.3 -0.2
```
Forces are in eV/Å.

Output
**HOMO energy**: -8.345 eV
**Relative energy (zero: lowest compared OMol25 entry of this formula, charge and spin)**: 35.6 kcal per mole
**Kohn-Sham gap**: 9.005 eV
**LUMO energy**: 0.0243 hartree



Record 4
A gas-phase ion, C6H12N3 (charge +1) at a distorted geometry. Source: the Open Molecules 2025 dataset; level of theory: wB97M-V/def2-TZVPD.

```
21
Properties=species:S:1:pos:R:3:forces:R:3
C 0.191198 -2.146663 0.150230 0.8 0.9 -0.7
C 1.489375 -0.013485 0.097399 -1.0 -1.4 -0.1
C -0.541447 -3.201979 0.273199 -1.8 -0.6 2.4
C 0.611613 0.994501 0.660651 0.9 -0.5 -1.0
C -0.577483 1.251139 -0.511369 -0.3 -2.7 1.8
C 2.775501 0.448777 -0.526395 -0.8 -0.6 3.2
N 0.910307 -1.185601 -0.060773 0.7 0.2 0.8
N -1.226692 0.049648 -0.813729 -0.3 -0.2 -1.0
N -2.372527 -0.211346 0.025119 -0.2 -2.2 -0.7
H -1.272846 -3.351921 1.159191 1.2 0.7 -1.6
H -0.466105 -4.084661 -0.312030 0.5 -0.4 -0.6
H 0.255417 0.790775 1.638931 -1.2 -0.7 0.6
H 1.174731 1.861306 0.799505 0.9 1.8 0.0
H -1.100543 1.984649 0.038039 -1.1 1.3 0.1
H -0.203081 1.563796 -1.442287 1.1 0.9 -0.7
H 2.370986 1.298565 -0.962150 0.2 2.1 -1.5
H 3.210409 -0.229084 -1.189875 0.8 -0.9 -0.9
H 3.437614 0.763080 0.346777 -0.6 -0.4 -1.3
H -2.113578 -0.467390 1.023044 -0.9 0.9 -0.8
H -2.828329 -1.126130 -0.373658 1.1 2.2 0.8
H -3.032901 0.557734 -0.166465 -0.1 -0.4 1.1
```
Forces are in eV/Å.

Output
**HOMO energy (alpha / beta)**: -11.516 / -11.515 eV
**Net charge**: +1
**Relative energy (zero: lowest compared OMol25 entry of this formula, charge and spin)**: 155.5 kcal per mole
**Kohn-Sham gap (alpha / beta)**: 7.100 / 7.099 eV
**LUMO energy (alpha / beta)**: -0.1623 / -0.1623 hartree



What are the total energy values for these records? In order: -18678.1367; -20229.8099; -20230.6231; -10874.5757 eV.